No. 1
Entry from the OMol25 dataset: a 2-piece molecular cluster, C5H17N2O overall in a non-equilibrium geometry (ωB97M-V with the def2-TZVPD basis set).

Positions of all 25 atoms, in Å:
N 0.740 1.370 -0.766
C 1.406 0.060 -0.752
C 1.142 -1.000 0.379
N -0.295 -1.138 0.352
C -0.760 -1.049 1.878
C -0.681 0.435 2.243
C -0.887 -2.317 -0.307
H 0.433 1.860 -1.620
H -0.269 1.140 -0.353
H 1.086 2.126 -0.109
H 0.968 -0.409 -1.655
H 2.402 0.156 -0.998
H 1.682 -0.758 1.217
H 1.800 -1.796 0.219
H -0.057 -1.778 2.600
H -1.765 -1.371 1.806
H -1.140 0.525 3.342
H 0.211 1.057 2.257
H -1.539 0.932 1.612
H -0.382 -2.555 -1.198
H -1.990 -2.106 -0.460
H -0.751 -3.244 0.180
H -0.948 2.784 -3.619
H -0.017 3.886 -3.368
O -0.388 3.188 -2.879

Results
HOMO in eV: -12.763
F_max in Eh/bohr: 0.101
Total charge: +1
LUMO level in hartree: -0.1085
Energy above the lowest of the compared OMol25 structures with the same formula, charge and spin in kcal per mole: 72.1
HOMO-LUMO gap in Eh: 0.3605
DFT total energy in eV: -10479.806


No. 2
Entry from the OMol25 dataset: a 2-piece molecular cluster, C2H5O2S overall in a non-equilibrium geometry (ωB97M-V with the def2-TZVPD basis set).

Positions of all 10 atoms, in Å:
C -0.226 1.649 0.295
S 1.521 1.277 0.064
H -0.678 0.932 0.967
H -0.753 1.677 -0.658
H -0.276 2.642 0.712
O -0.481 -2.735 0.765
C -0.229 -2.023 -0.222
O 0.879 -1.764 -0.769
H -1.113 -1.634 -0.808
H 1.356 -0.020 -0.346

Results
HOMO in eV: -4.347
F_max in Eh/bohr: 0.020
Total charge: -1
LUMO level in hartree: 0.1333
Energy above the lowest of the compared OMol25 structures with the same formula, charge and spin in kcal per mole: 10.3
HOMO-LUMO gap in Eh: 0.2930
DFT total energy in eV: -17086.692


No. 3
Entry from the OMol25 dataset: a 2-piece molecular cluster, C5H12O overall in a non-equilibrium geometry (ωB97M-V with the def2-TZVPD basis set).

Positions of all 18 atoms, in Å:
C 0.642 0.387 0.762
C 2.125 0.086 0.814
C 2.960 1.437 0.883
H 0.398 0.509 -0.363
H 0.098 -0.596 1.013
H 0.258 1.258 1.224
H 2.638 -0.370 1.676
H 2.494 -0.489 -0.061
H 3.186 2.198 1.654
H 2.559 2.185 0.064
H 3.992 1.240 0.539
O -2.111 -1.138 -2.773
C -2.378 -0.917 -1.619
C -3.625 -1.157 -0.919
H -1.523 -0.838 -0.827
H -4.377 -1.550 -1.666
H -3.420 -1.929 -0.243
H -3.916 -0.317 -0.160

Results
HOMO in eV: -9.877
F_max in Eh/bohr: 0.086
LUMO level in hartree: 0.0328
Energy above the lowest of the compared OMol25 structures with the same formula, charge and spin in kcal per mole: 55.0
HOMO-LUMO gap in Eh: 0.3958
DFT total energy in eV: -7424.925
SMILES: CC=O.CCC


No. 4
Entry from the OMol25 dataset: a 8-piece molecular cluster, C24H56N8O8 overall in a non-equilibrium geometry (ωB97M-V with the def2-TZVPD basis set).

Positions of all 96 atoms, in Å:
C 4.323 -13.679 4.307
O 5.307 -14.027 3.666
N 3.551 -12.681 3.957
C 2.175 -12.407 4.651
C 3.832 -11.838 2.829
H 3.885 -14.141 5.205
H 2.063 -12.797 5.663
H 1.468 -12.970 4.041
H 1.956 -11.346 4.768
H 3.153 -11.810 1.976
H 3.840 -10.800 3.163
H 4.775 -11.997 2.306
C -8.033 -12.940 0.447
O -8.947 -12.160 0.744
N -6.840 -13.062 1.097
C -6.496 -12.284 2.237
C -5.849 -14.006 0.598
H -8.070 -13.606 -0.430
H -7.410 -11.800 2.581
H -5.702 -11.550 2.104
H -6.031 -12.874 3.026
H -6.059 -14.854 1.250
H -5.858 -14.339 -0.439
H -4.879 -13.595 0.879
C 4.425 -16.236 0.943
O 5.309 -16.729 0.267
N 3.183 -16.767 1.074
C 2.853 -18.103 0.598
C 1.984 -16.013 1.401
H 4.425 -15.189 1.285
H 3.621 -18.690 0.093
H 2.041 -17.944 -0.111
H 2.349 -18.663 1.386
H 2.314 -14.975 1.446
H 1.149 -16.132 0.711
H 1.574 -16.315 2.364
C 0.162 -18.330 4.033
O 1.401 -18.432 3.753
N -0.878 -18.279 3.083
C -2.293 -18.429 3.512
C -0.631 -18.448 1.625
H -0.193 -18.311 5.075
H -2.703 -19.412 3.279
H -2.982 -17.753 3.007
H -2.586 -18.251 4.547
H 0.418 -18.599 1.371
H -1.088 -19.364 1.252
H -1.059 -17.617 1.065
C -3.932 -15.502 10.207
O -4.695 -15.058 9.356
N -2.552 -15.354 10.109
C -1.714 -15.698 11.249
C -1.936 -14.490 9.079
H -4.204 -16.243 10.974
H -0.700 -15.469 10.920
H -1.759 -16.713 11.644
H -1.852 -15.053 12.117
H -1.096 -14.980 8.587
H -2.677 -14.367 8.289
H -1.557 -13.573 9.529
C -5.090 -8.945 1.047
O -4.591 -9.260 2.101
N -4.716 -9.510 -0.117
C -5.587 -9.377 -1.298
C -3.616 -10.503 -0.292
H -5.893 -8.199 0.938
H -6.478 -8.783 -1.095
H -5.851 -10.333 -1.751
H -5.107 -8.825 -2.106
H -3.997 -11.524 -0.311
H -3.093 -10.207 -1.202
H -3.157 -10.520 0.696
C -2.200 -14.044 5.197
O -1.510 -14.898 5.788
N -1.956 -13.741 3.915
C -2.750 -12.782 3.142
C -0.965 -14.484 3.130
H -3.049 -13.493 5.632
H -3.296 -13.036 2.234
H -2.066 -12.019 2.771
H -3.539 -12.363 3.768
H -1.577 -15.208 2.592
H -0.450 -13.879 2.384
H -0.236 -15.038 3.722
C -3.310 -11.288 8.576
O -3.125 -11.141 7.352
N -2.391 -10.899 9.475
C -2.596 -11.031 10.894
C -1.068 -10.532 9.044
H -4.180 -11.823 8.989
H -1.882 -11.792 11.212
H -3.638 -11.264 11.113
H -2.318 -10.076 11.340
H -1.108 -10.200 8.007
H -0.666 -9.709 9.635
H -0.306 -11.298 9.189

Results
HOMO (spin up / spin down) in eV: 0.237 / -6.705
F_max in Eh/bohr: 0.079
Total charge: -1
LUMO level (spin up / spin down) in hartree: 0.0696 / 0.0682
Energy above the lowest of the compared OMol25 structures with the same formula, charge and spin in kcal per mole: 128.4
HOMO-LUMO gap (spin up / spin down) in Eh: 0.0609 / 0.3146
Expectation value of S²: 0.750
DFT total energy in eV: -54093.929
Spin multiplicity: 2


No. 5
Entry from the OMol25 dataset: an isolated ion of composition C4H10NO and charge +1 in a non-equilibrium geometry (ωB97M-V with the def2-TZVPD basis set).

Positions of all 16 atoms, in Å:
C -0.833 -0.267 -0.827
C 0.275 0.136 0.130
C 1.440 -0.757 0.348
C 0.163 1.479 0.783
N -1.761 -0.748 0.157
O -0.303 -1.281 -1.726
H -1.176 0.450 -1.587
H 1.323 -1.290 1.290
H 2.393 -0.113 0.329
H 1.498 -1.387 -0.472
H 0.610 2.295 0.141
H 0.741 1.564 1.764
H -0.936 1.744 0.737
H -2.600 -0.188 0.339
H -1.401 -0.986 1.079
H 0.087 -2.037 -1.248

Results
HOMO in eV: -15.218
F_max in Eh/bohr: 0.067
Total charge: +1
LUMO level in hartree: -0.2357
Energy above the lowest of the compared OMol25 structures with the same formula, charge and spin in kcal per mole: 68.0
HOMO-LUMO gap in Eh: 0.3236
DFT total energy in eV: -7838.369


No. 6
Entry from the OMol25 dataset: C62H56FeN5O4P2 as an isolated structure in a non-equilibrium geometry (ωB97M-V with the def2-TZVPD basis set).

Positions of all 130 atoms, in Å:
Fe -0.166 0.691 -0.189
O 2.500 2.946 -0.999
C 3.773 2.445 -1.069
C 4.847 3.100 -1.650
C 6.113 2.543 -1.563
C 6.302 1.341 -0.899
C 5.204 0.629 -0.440
C 3.919 1.154 -0.558
P 2.316 0.255 -0.534
C 2.171 -1.227 1.866
C 1.836 -2.462 2.642
C 2.437 -2.764 3.820
C 3.452 -1.941 4.360
C 3.839 -0.769 3.672
C 3.250 -0.409 2.503
C 2.382 -0.256 -2.294
C 3.544 -0.678 -2.941
C 3.491 -1.109 -4.259
C 2.288 -1.092 -4.956
C 1.134 -0.643 -4.331
C 1.182 -0.242 -3.006
C 2.253 4.235 -0.569
C 3.222 5.182 -0.271
C 2.839 6.465 0.087
C 1.500 6.802 0.183
C 0.542 5.824 -0.018
C 0.901 4.529 -0.391
P -0.380 3.222 -0.581
C -1.038 3.579 -2.251
C -1.281 2.510 -3.109
C -1.707 2.728 -4.411
C -1.895 4.024 -4.866
C -1.657 5.098 -4.017
C -1.230 4.880 -2.717
C -1.594 3.931 0.599
C -2.852 4.408 0.247
C -3.733 4.838 1.231
C -3.368 4.795 2.568
C -2.101 4.349 2.923
C -1.223 3.918 1.942
H 4.687 4.020 -2.195
H 6.953 3.054 -2.013
H 7.295 0.927 -0.782
H 5.358 -0.335 0.014
H 1.040 -3.091 2.254
H 2.142 -3.660 4.353
H 3.934 -2.214 5.288
H 4.624 -0.147 4.086
H 3.562 0.493 1.989
H 4.494 -0.681 -2.428
H 4.398 -1.447 -4.744
H 2.257 -1.419 -5.988
H 0.197 -0.618 -4.875
H 0.270 0.079 -2.510
H 4.272 4.941 -0.289
H 3.602 7.203 0.297
H 1.202 7.808 0.447
H -0.501 6.064 0.137
H -1.150 1.500 -2.747
H -1.881 1.888 -5.072
H -2.225 4.201 -5.881
H -1.789 6.111 -4.375
H -1.039 5.726 -2.072
H -3.149 4.453 -0.795
H -4.711 5.207 0.948
H -4.067 5.115 3.331
H -1.796 4.335 3.963
H -0.233 3.580 2.215
C -3.708 -3.181 3.105
O -2.586 -3.478 2.277
C -2.598 -4.672 1.633
C -3.515 -5.684 1.891
C -3.446 -6.888 1.205
C -2.459 -7.103 0.257
C -1.550 -6.094 -0.012
C -1.617 -4.878 0.652
N -0.643 -3.883 0.347
C -0.885 -2.601 -0.020
N -2.144 -2.286 -0.192
C -2.791 -1.041 -0.304
C -2.166 0.195 -0.454
C -3.036 1.290 -0.560
C -4.414 1.183 -0.476
C -5.003 -0.061 -0.320
C -4.192 -1.169 -0.250
O -4.673 -2.446 -0.055
C -5.734 -2.881 -0.912
N 0.111 -1.699 -0.120
C 1.356 -2.153 -0.350
C 2.485 -1.530 0.353
C 3.781 -2.171 0.145
C 3.977 -3.078 -0.827
C 2.897 -3.498 -1.653
C 1.620 -3.061 -1.423
O 0.544 -3.430 -2.142
C 0.752 -4.281 -3.268
H -3.601 -2.139 3.394
H -3.718 -3.806 4.000
H -4.642 -3.300 2.556
H -4.276 -5.549 2.646
H -4.169 -7.663 1.423
H -2.399 -8.045 -0.269
H -0.776 -6.241 -0.758
H 0.308 -4.207 0.291
H -2.806 -3.050 -0.109
H -2.639 2.269 -0.724
H -5.029 2.074 -0.517
H -6.079 -0.156 -0.252
H -6.118 -3.802 -0.482
H -5.353 -3.075 -1.916
H -6.538 -2.150 -0.967
H 1.257 -0.633 1.800
H 4.579 -1.913 0.827
H 4.953 -3.520 -0.979
H 3.094 -4.196 -2.456
H -0.225 -4.403 -3.725
H 1.134 -5.258 -2.961
H 1.437 -3.826 -3.986
C -1.737 -0.544 4.993
N -0.978 0.139 3.954
C 0.151 0.901 4.142
C 0.531 1.326 2.910
N -0.345 0.832 1.971
C -1.238 0.125 2.635
H -1.291 -0.328 5.959
H -1.718 -1.620 4.831
H -2.770 -0.200 4.997
H 0.570 1.082 5.117
H 1.385 1.924 2.636
H -2.071 -0.392 2.181

Results
HOMO (spin up / spin down) in eV: -11.498 / -12.323
F_max in Eh/bohr: 0.029
Total charge: +2
LUMO level (spin up / spin down) in hartree: -0.2333 / -0.2332
HOMO-LUMO gap (spin up / spin down) in Eh: 0.1892 / 0.2197
Expectation value of S²: 0.790
DFT total energy in eV: -133792.055
Spin multiplicity: 2


No. 7
Entry from the OMol25 dataset: C3H8LuO3 as an isolated structure in a non-equilibrium geometry (ωB97M-V with the def2-TZVPD basis set).

Positions of all 15 atoms, in Å:
O -0.505 1.989 -0.403
C -1.698 1.311 -0.183
C -1.529 -0.105 0.376
O -0.848 -0.952 -0.527
C 0.515 -1.307 -0.197
H -2.292 1.225 -1.119
H -2.340 1.853 0.543
H -2.522 -0.550 0.546
H -1.007 -0.043 1.352
H 0.795 -2.062 -0.949
H 2.817 -1.088 0.161
H 0.589 -1.602 0.868
Lu 1.210 1.011 -0.798
O 3.081 -0.015 -0.142
H 3.733 0.335 0.471

Results
HOMO in eV: -11.776
F_max in Eh/bohr: 0.095
Total charge: +1
LUMO level in hartree: -0.1977
Energy above the lowest of the compared OMol25 structures with the same formula, charge and spin in kcal per mole: 61.3
HOMO-LUMO gap in Eh: 0.2351
DFT total energy in eV: -42994.965


No. 8
Entry from the OMol25 dataset: an isolated ion of composition C10H17N2OS and charge +1 in a non-equilibrium geometry (ωB97M-V with the def2-TZVPD basis set).

Positions of all 31 atoms, in Å:
C -0.536 1.184 0.186
C 0.204 2.683 -0.177
C -1.837 1.162 0.105
C 1.903 -1.613 -0.294
C 2.535 0.929 -0.118
C 1.397 -0.138 -0.347
C 3.324 -2.005 -0.486
C -3.388 -0.378 -1.118
C 0.457 0.050 2.042
C -2.664 -0.105 0.220
N -0.554 3.660 -0.070
N 0.239 0.079 0.605
O 1.049 -2.456 -0.011
S 1.973 2.648 -0.721
H -2.422 2.041 -0.151
H 3.040 1.106 0.879
H 3.306 0.634 -0.984
H 0.990 -0.075 -1.325
H 3.476 -3.049 -0.249
H 4.082 -1.363 -0.070
H 3.480 -1.875 -1.508
H -4.287 0.143 -1.264
H -3.561 -1.490 -1.165
H -2.665 -0.221 -1.836
H 1.131 0.949 2.121
H -0.497 0.276 2.519
H 0.934 -0.872 2.406
H -1.906 -0.923 0.259
H -3.465 -0.021 1.081
H -0.199 4.608 -0.175
H -0.508 -0.625 0.259

Results
HOMO (spin up / spin down) in eV: -8.963 / -12.982
F_max in Eh/bohr: 0.196
Total charge: +1
LUMO level (spin up / spin down) in hartree: -0.1099 / -0.2489
HOMO-LUMO gap (spin up / spin down) in Eh: 0.2194 / 0.2282
Expectation value of S²: 2.014
DFT total energy in eV: -26494.588
Spin multiplicity: 3